No. 1
Computed, not measured: a molecular structure, C18H38BrClFOP, with ωB97M-V/def2-TZVPD.

The geometry in ORCA input format:
```
! wB97M-V def2-TZVPD RIJCOSX def2/J DEFGRID3
* xyz 0 1
C 3.1875 -1.6541 2.0043
C 4.2783 -0.7803 1.3793
C 4.4516 -0.9204 -0.1431
C 3.1741 -1.1919 -0.9212
C 2.0985 -0.1125 -0.7062
C 2.3276 1.0468 -1.6824
C 1.5151 2.3344 -1.4118
C 0.4992 2.2466 -0.2888
C -0.2763 3.5687 -0.1176
C -1.7651 3.4279 0.0677
C -2.1790 2.2261 0.9386
C -3.1513 1.2958 0.1968
P -2.3768 0.0126 -0.7465
Cl -1.5767 0.6669 -2.4398
C -1.1988 -0.9392 0.2551
O -1.8158 -1.0141 1.5192
C -0.8544 -0.9644 2.5817
C 0.0864 -2.1581 2.5634
C -3.6787 -1.1570 -1.2395
C -3.2119 -2.0741 -2.3718
C -3.6171 -3.5111 -2.1522
F -3.7374 -1.6424 -3.5769
H 2.2780 -1.1076 2.2419
H 2.9356 -2.5209 1.4020
H 3.5561 -2.0462 2.9484
H 4.1223 0.2686 1.6144
H 5.2217 -1.0526 1.8434
H 4.8902 -0.0139 -0.5529
H 5.1576 -1.7269 -0.3332
H 2.7675 -2.1672 -0.6629
H 3.3673 -1.2428 -1.9911
H 2.1015 0.2042 0.3302
H 1.1483 -0.5884 -0.9589
H 2.0354 0.6789 -2.6656
H 3.3960 1.2395 -1.7300
H 1.0578 2.7053 -2.3260
H 2.2234 3.1007 -1.1057
H 1.0793 2.1107 0.6254
H -0.1305 1.3534 -0.3708
H 0.1877 4.2144 0.7279
H -0.1266 4.1388 -1.0326
H -2.3261 3.4024 -0.8679
H -2.0979 4.3282 0.5840
H -1.3284 1.6888 1.3483
H -2.7442 2.5930 1.7886
H -3.7463 0.7652 0.9430
H -3.8552 1.8606 -0.4048
H -0.2157 -0.4755 0.3122
H -1.1295 -1.9481 -0.1531
H -1.3741 -0.9651 3.5316
H -0.3150 -0.0182 2.5396
H 0.9141 -2.0231 1.8732
H -0.4671 -3.0601 2.3237
H 0.5136 -2.2693 3.5547
H -4.5240 -0.5584 -1.5611
H -3.9060 -1.7366 -0.3492
H -2.1278 -2.0639 -2.4835
H -3.2686 -4.0909 -3.0018
H -4.6927 -3.6300 -2.0877
H -3.1175 -3.9248 -1.2816
Br 0.3610 5.8714 1.6801
*
```

## Properties
* HOMO-LUMO gap: 0.192 Eh
* HOMO energy: -0.2117 Ha

No. 2
Computed, not measured: a molecular structure, C18H38Cl26O6PY, with ωB97M-V/def2-TZVPD.

The geometry in ORCA input format:
```
! wB97M-V def2-TZVPD RIJCOSX def2/J DEFGRID3
* xyz -2 1
Y 1.0050 -2.3581 -1.3088
C 4.7991 -2.4197 -2.9789
C 4.2992 -3.2627 -1.7975
C 5.5656 -3.5613 -0.9637
O 3.2384 -2.6932 -1.0800
H 5.1995 -1.4309 -2.6429
H 4.0037 -2.2347 -3.6773
H 5.5609 -2.9740 -3.5209
H 4.0311 -4.2203 -2.2604
H 6.1496 -4.2786 -1.5007
H 5.3921 -4.0667 -0.0036
H 6.1052 -2.6394 -0.6993
C 0.0014 0.6565 -0.8396
C 0.4034 0.1473 0.5255
O 0.8398 -1.1671 0.4952
H 0.8963 0.7549 -1.4527
H -0.5192 1.6499 -0.7020
H -0.6013 0.0219 -1.4432
H -0.4279 0.3022 1.2196
H 1.2407 0.8244 0.8974
P -0.7186 -3.1739 -3.1139
O -1.1120 -1.8338 -2.5569
O 0.8511 -2.9544 -3.3965
O -1.5903 -3.8211 -4.1769
O -0.5011 -3.9254 -1.7820
C -1.9241 3.7228 1.7150
Cl -0.6045 4.9817 1.8247
Cl -3.5157 4.4827 1.4829
H -1.7211 3.0534 0.9063
H -1.9135 3.2155 2.6880
C 1.9771 2.3828 2.9502
Cl 0.4273 1.9328 3.6999
Cl 3.0826 2.8062 4.3008
H 2.3405 1.5630 2.3495
H 1.7991 3.2882 2.3429
C -6.5747 2.8545 -0.6336
Cl -7.9324 2.4581 0.4272
Cl -6.2108 4.5841 -0.6320
H -5.7086 2.2699 -0.3554
H -6.8449 2.5239 -1.6644
C 1.7813 1.1890 -4.1384
Cl 1.7218 -0.5604 -3.9911
Cl 3.3601 1.7319 -4.7672
H 1.0155 1.6069 -4.7712
H 1.6769 1.5281 -3.0744
C -0.5994 -1.8826 3.7127
Cl -0.3837 -3.1821 4.9320
Cl -1.9631 -0.8667 4.2124
H 0.2674 -1.2363 3.6327
H -0.7835 -2.3409 2.7502
C 3.6414 -1.3999 1.5285
Cl 2.7810 -1.0562 3.0612
Cl 4.6483 -0.0610 1.0620
H 4.2302 -2.2954 1.7084
H 2.9025 -1.5775 0.7706
C -3.4009 6.0917 -2.0970
Cl -1.6526 6.3223 -2.4155
Cl -4.2935 7.6398 -2.1969
H -3.8292 5.5119 -2.8952
H -3.6060 5.5794 -1.1087
C -4.2722 0.0564 1.6115
Cl -4.7222 1.1405 2.9708
Cl -3.6475 0.9274 0.2214
H -3.5628 -0.6604 1.9815
H -5.2174 -0.4097 1.3251
C 1.3320 4.1542 -1.4704
Cl 1.6975 5.5297 -2.5092
Cl 2.5445 4.0096 -0.1493
H 0.3286 4.2263 -1.0470
H 1.3598 3.2455 -1.9958
C 2.2453 -5.2882 1.0130
Cl 0.7226 -5.0971 1.8051
Cl 3.6454 -5.1335 2.0949
H 2.3071 -6.2794 0.5619
H 2.3125 -4.5005 0.2678
C -2.7941 0.1564 -3.6146
Cl -2.0319 1.7660 -3.5426
Cl -4.4814 0.2387 -3.1314
H -2.8494 -0.0733 -4.6688
H -2.2033 -0.6079 -3.1121
C 1.4576 -0.1128 6.6153
Cl 2.8303 -0.0579 7.7352
Cl -0.0406 0.5475 7.2202
H 1.7094 0.4646 5.7276
H 1.2435 -1.1602 6.3558
C -3.5298 -3.0202 -0.2803
Cl -3.1115 -3.0687 1.4505
Cl -5.2795 -3.2100 -0.4435
H -3.2246 -2.1046 -0.7500
H -3.0706 -3.8818 -0.7994
*
```

## Properties
* HOMO-LUMO gap: 0.240 Eh
* HOMO energy: -0.1182 Ha

No. 3
Computed, not measured: a molecular structure, C18H38N2NbO4, with ωB97M-V/def2-TZVPD.

The geometry in ORCA input format:
```
! wB97M-V def2-TZVPD RIJCOSX def2/J DEFGRID3
* xyz -1 1
C 3.5157 -2.9482 -1.6790
C 4.2691 -1.7309 -2.1660
O 3.3974 -0.6781 -2.5669
Nb 2.3985 0.4158 -1.2255
C 0.5991 -1.0301 -1.3059
C -0.6939 -0.6528 -0.7043
O -0.8537 -0.1207 0.3827
C -1.9603 -0.9733 -1.4459
C -3.0122 -0.0615 -1.3494
C -4.2194 -0.2643 -1.9948
C -4.4027 -1.4186 -2.7474
C -3.3694 -2.3379 -2.8411
C -2.1523 -2.1160 -2.2059
H 3.1493 -2.7993 -0.6667
H 4.1667 -3.8198 -1.6930
H 2.6606 -3.1256 -2.3279
H 4.9485 -1.3557 -1.4022
H 4.8769 -2.0355 -3.0239
H 3.0127 -0.5493 0.2354
H 3.8850 1.4763 -0.9655
H 1.6597 1.5272 -2.5373
H 1.5427 1.4887 -0.0467
H 0.8494 -2.0005 -0.8696
H 0.4515 -1.1843 -2.3770
H -2.8600 0.8245 -0.7512
H -5.0007 0.4759 -1.9137
H -5.3358 -1.5845 -3.2628
H -3.5051 -3.2356 -3.4267
H -1.3476 -2.8320 -2.2989
C -3.9078 3.9253 -0.9909
C -5.3181 4.2861 -1.4462
C -5.9801 5.3898 -0.6170
O -6.4360 4.9854 0.6574
C -5.4580 4.9588 1.6784
N -6.1156 3.0613 -1.5124
H -3.9268 3.3124 -0.0892
H -3.4029 3.3460 -1.7616
H -3.3120 4.8162 -0.7865
H -5.2479 4.6789 -2.4661
H -6.8735 5.7325 -1.1461
H -5.3011 6.2480 -0.5153
H -4.7326 5.7679 1.5461
H -4.9164 4.0113 1.7179
H -5.9779 5.1024 2.6250
H -7.0208 3.2460 -1.9322
H -6.3214 2.7628 -0.5633
C 3.4057 -2.3485 2.6395
C 4.5904 -3.2892 2.4482
C 5.4214 -3.4805 3.7233
O 6.2686 -2.3997 4.0586
C 5.6524 -1.3240 4.7368
N 5.3938 -2.8568 1.3063
H 3.7094 -1.3031 2.6557
H 2.6892 -2.4360 1.8259
H 2.8902 -2.5778 3.5759
H 4.1980 -4.2827 2.2015
H 6.0926 -4.3318 3.5781
H 4.7641 -3.7128 4.5741
H 4.8698 -1.6855 5.4125
H 5.2107 -0.5950 4.0546
H 6.4260 -0.8297 5.3243
H 6.1235 -3.5367 1.1195
H 5.8736 -1.9950 1.5442
*
```

## Properties
* HOMO-LUMO gap: 0.272 Eh
* HOMO energy: -0.1796 Ha

No. 4
Computed, not measured: 3 unconnected molecules or ions with the total composition C18H38N2O6P, with ωB97M-V/def2-TZVPD.

The geometry in ORCA input format:
```
! wB97M-V def2-TZVPD RIJCOSX def2/J DEFGRID3
* xyz 0 2
C 3.7367 -1.2200 1.6130
C 2.9702 -0.2664 0.4706
C 4.0439 -0.2015 -0.7991
C 1.5871 -1.0979 0.0909
C 0.5853 -0.1955 -0.8478
O 1.0719 0.0548 -2.2134
C 1.5006 -1.1772 -2.8932
N 2.1823 -2.1795 -3.4086
P -1.1194 -1.1371 -0.8404
O -2.3216 -0.2256 0.0629
O -0.9292 -2.7552 -0.1914
C 0.3653 1.2335 -0.0595
C 1.7871 1.9650 0.3969
C 2.4862 2.8137 -0.8458
C 1.3190 3.1378 1.4953
N 2.7338 1.0618 1.1447
O 3.8655 1.6734 1.5308
H 3.1192 -1.1122 2.6112
H 3.5531 -2.3345 1.2341
H 4.8691 -0.9465 1.7232
H 4.1762 -1.3260 -1.1629
H 3.6478 0.4173 -1.7134
H 5.0821 0.1738 -0.3806
H 1.0182 -1.2410 1.1307
H 1.7874 -2.1840 -0.3081
H -2.1481 -0.3910 1.0563
H -1.3571 -2.7732 0.7283
H -0.1820 0.9671 0.9676
H -0.3580 1.9799 -0.6302
H 2.3239 2.3227 -1.8999
H 3.6411 2.9722 -0.7196
H 2.0191 3.9100 -0.9199
H 1.4566 2.7952 2.6103
H 0.2131 3.5208 1.2621
H 2.0336 4.0636 1.3413
C -3.2927 2.9170 3.5451
C -2.4063 1.7680 3.9962
O -1.0313 2.1220 4.1119
C -0.7183 3.1597 5.0388
C -1.1241 2.8365 6.4671
H -2.9466 3.3123 2.5814
H -4.3291 2.5823 3.4376
H -3.2807 3.7453 4.2560
H -2.4631 0.9683 3.2509
H -2.7670 1.3383 4.9357
H -1.1582 4.1064 4.7076
H 0.3685 3.2960 5.0044
H -2.2033 2.6972 6.5645
H -0.8282 3.6469 7.1392
H -0.6437 1.9106 6.8011
C -3.5731 -2.8558 -5.8778
C -2.9465 -4.2201 -5.6423
O -1.5257 -4.2187 -5.7451
C -0.8237 -3.3751 -4.8344
C -1.0748 -3.7195 -3.3757
H -3.2898 -2.4695 -6.8655
H -4.6642 -2.9205 -5.8238
H -3.2444 -2.1226 -5.1389
H -3.3160 -4.9118 -6.4061
H -3.2560 -4.6340 -4.6778
H -1.0562 -2.3244 -5.0381
H 0.2440 -3.5014 -5.0466
H -2.1263 -3.6037 -3.1030
H -0.4853 -3.0682 -2.7242
H -0.7979 -4.7600 -3.1752
*
```

## Properties
* HOMO-LUMO gap (spin up / spin down): 0.315 / 0.306 Eh
* HOMO energy (spin up / spin down): -0.3233 / -0.3232 Ha

| no. | maximum force (Eh/bohr) |
| --- | --- |
| 1 | 0.0438 |
| 2 | 0.0753 |
| 3 | 0.0656 |
| 4 | 0.2343 |